13
Properties=species:S:1:pos:R:3:nbo_charge:R:1 method="wB97M-V/def2-TZVPD" e_above_lowest_ev=5.515 orbital_gap_ev="7.92 / 7.92" energy_ha=-265.7058 homo_ev="-13.82 / -13.81" total_charge=+1
H 0.41723 1.66518 -2.42552 0.41
N -1.43109 0.32371 -1.24561 -0.78
H 1.16393 -1.78717 0.36514 0.24
C 1.10176 -0.83431 0.83599 -0.15
H 1.89120 -0.11617 0.67058 0.24
H 1.59511 1.02702 -1.37231 0.41
H -1.85110 -0.31631 -0.65608 0.42
C 0.16573 -0.82082 1.86960 -0.17
H -1.03814 -0.73731 3.82681 0.28
N 0.67266 0.97205 -1.74401 -0.76
C -0.52743 -0.56600 2.85009 -0.01
C -0.16150 0.40211 -0.96787 0.44
H -1.99835 0.78801 -2.00681 0.43

=====

130
Properties=species:S:1:pos:R:3:mulliken_charge:R:1 method="wB97M-V/def2-TZVPD" e_above_lowest_ev=3.311 orbital_gap_ev=9.98 energy_ha=-9230.0909 homo_ev=-10.03 total_charge=0 smiles="O=S1(=O)CCCC1.O=S1(=O)CCCC1.O=S1(=O)CCCC1.O=S1(=O)CCCC1.O=S1(=O)CCCC1.O=S1(=O)CCCC1.ClCCCl.ClCCCl.ClCCCl.ClCCCl.ClCCCl"
O -1.27825 -1.17857 -4.96678 -0.26
Cl 2.60242 -0.11076 -6.94851 -0.22
C -0.93202 1.24894 -0.69437 -0.02
H -1.18861 -0.96865 4.79145 0.46
Cl -0.54686 2.60153 -1.88868 -0.27
H -4.59736 -0.57179 -5.00516 0.24
H -1.29085 3.52981 -5.05256 0.35
C 1.09074 0.68022 -4.82472 1.93
H -4.05692 0.69812 0.75766 -0.37
C -2.18302 3.50642 5.11979 -0.73
H 5.84313 1.15538 -2.13092 0.15
C 2.50437 -4.33470 0.77921 -0.84
H -1.81850 2.04879 -7.03937 0.16
Cl 4.21738 3.24619 -0.87621 -0.17
H -5.01753 1.13732 -0.65268 0.39
H -1.01553 1.80318 0.24048 0.02
C 1.89446 3.79652 0.22612 0.11
H -3.76296 -3.19669 -1.92754 0.14
H 3.21254 0.00246 -2.15964 -0.22
H -3.24197 -2.69683 5.25135 0.32
H -3.65284 -0.54613 -3.52407 0.14
S 0.36680 -4.83677 -1.01535 1.16
O 3.79194 -1.50419 2.69132 -0.87
H 4.54948 0.33322 -4.14801 0.33
H 1.52787 -0.13125 -4.24289 -0.74
H 3.95594 1.67604 5.37401 0.39
H -3.97428 -2.68749 2.33507 0.21
H 4.54471 1.37347 1.54393 0.07
O -2.74678 -2.90256 -6.11503 -0.74
Cl -4.15074 1.50449 -6.55565 -0.19
C -0.66323 5.26104 5.68339 -0.57
C 2.60357 3.79438 -1.13231 0.25
H 7.03644 0.05458 -2.58510 0.48
H -1.05669 -3.56415 3.27141 -0.10
H 2.70616 2.80673 2.84470 -0.54
H 4.56793 -2.73435 -1.80146 0.46
H -0.88295 5.72971 3.60442 0.35
H 3.00836 -1.46336 -3.11818 0.18
C -5.07235 0.87801 0.40460 0.20
H -1.96150 0.90304 -0.78723 0.23
C 4.28740 -1.75407 -1.41617 0.44
C -4.78642 -2.45089 -3.73780 -0.75
H 3.50130 -3.92866 0.60787 0.24
H -0.66050 3.32315 6.60263 0.17
C -4.04144 -1.19748 -4.30691 -0.38
H -4.75963 -1.62569 3.52721 0.41
C 0.03109 -3.70071 0.47413 -0.89
H 0.72265 5.11338 3.87531 0.32
C -1.12268 -1.57623 3.88890 0.02
H -1.31663 6.12239 5.82213 0.32
H 5.16926 0.83432 3.02724 0.54
C -2.18667 2.90887 -5.05931 0.08
C 0.22619 0.20436 -0.64462 0.74
H -0.21356 -1.36278 3.32673 -0.50
O -1.52670 3.33671 2.45433 -0.75
H -2.91477 4.15986 4.64475 0.41
S 5.89047 -0.93833 -0.84906 0.98
C 3.72744 -0.87714 -2.54600 0.42
H 0.06297 0.92555 -4.55711 -0.88
Cl 2.48652 5.09081 1.40354 -0.23
H 1.68721 -2.34485 0.37818 -0.77
H 3.57429 -1.94976 -0.61538 -0.83
H -2.55659 2.50609 5.33861 0.28
O 0.08998 2.30771 4.16255 -0.48
C 4.90406 -0.36741 -3.39205 -0.97
H -2.06582 4.28225 7.09384 0.43
H -6.99804 -0.09729 0.08100 0.42
Cl -5.74047 2.30865 1.29569 -0.24
S -2.47555 -2.02610 -4.94099 0.83
C -1.38473 4.06700 6.27051 -0.47
C -1.51712 -3.04164 4.10991 -0.28
H -3.59269 -4.00908 4.28021 0.44
C -2.65970 2.50965 -6.52159 -0.35
O 6.93198 -1.94182 -0.87996 -0.70
O -2.97418 0.44023 3.58418 -0.71
C 4.24543 1.19781 2.57721 -0.74
H 2.71239 -5.15830 -1.31864 0.43
H -1.66480 -3.97009 -3.77631 0.51
C 1.47520 -3.24748 0.95125 1.34
S -2.55572 -0.77286 2.90553 1.02
C 3.56750 2.37717 3.35624 0.21
C 0.99384 0.06875 -6.23149 -0.27
C -2.33289 -3.13672 -3.55895 0.28
C -3.09568 -3.04043 4.22732 -0.89
C 2.64360 0.22677 4.54616 -0.32
H 5.39620 -1.16918 -3.94257 0.36
C 2.08656 -5.20278 -0.42731 -0.99
C -0.30641 5.04685 4.22844 -0.64
H 0.82087 3.96411 0.13999 0.36
H -0.49446 -4.36721 1.15800 0.40
Cl -5.27468 -1.67272 -0.09912 -0.12
Cl 0.22119 -0.91310 -2.07344 -0.20
H 2.12422 3.16972 -1.88605 -0.44
H -6.29737 -0.50851 1.66693 0.30
H 0.11014 -0.45000 0.21935 -0.42
H 4.26994 3.20874 3.41254 0.50
O 5.68427 0.00361 0.21604 -0.53
O -0.32203 -6.12904 -0.87355 -0.76
S 3.06217 -0.23690 2.80812 1.19
H -2.80294 3.44390 -7.06451 0.45
H -0.67819 -2.92069 0.19736 0.29
C -3.79329 -3.31049 -3.01115 -0.33
H 0.50432 -0.88111 -6.44653 0.28
H 2.62894 4.78026 -1.59654 0.46
H -1.08434 -3.41877 5.03650 0.40
C -6.07186 -0.28499 0.62420 -0.57
C 5.96809 0.10016 -2.37382 -0.61
O 0.48306 -4.14438 -2.26580 -0.47
O -2.23480 -0.75102 1.45044 -0.19
H 3.24168 -0.36546 5.23873 0.51
C -3.81979 -2.09541 3.23711 -0.58
H 2.56672 -5.05439 1.59544 0.43
H -5.21212 -2.95257 -4.60682 0.37
H -1.88446 2.10467 -4.38847 -0.32
H -1.73888 -2.59400 -2.82361 -0.68
S -0.91383 3.31478 3.79606 1.05
H 1.56891 0.05301 4.60049 -0.19
Cl -3.49579 3.91402 -4.38471 -0.19
O 1.87075 -0.05380 2.01628 -0.27
H -5.61873 -2.18275 -3.08706 0.41
H 1.20855 0.67138 -0.57428 -0.16
H 2.04528 2.83977 0.72610 -0.25
C 3.11171 1.71222 4.68547 -0.84
H 2.10014 -6.28583 -0.30519 0.41
H 0.43916 0.85127 -6.74927 0.16
H 2.32879 2.19862 5.26733 0.34
H 1.57678 -2.97846 2.00263 0.01
H 0.20193 5.48465 6.30757 0.31
Cl 1.96626 2.21125 -4.70227 -0.19
H -4.26348 -4.28587 -3.13634 0.23

=====

18
Properties=species:S:1:pos:R:3:nbo_charge:R:1 method="wB97M-V/def2-TZVPD" e_above_lowest_ev=2.479 orbital_gap_ev=8.84 energy_ha=-629.9922 homo_ev=-13.65 total_charge=+1
H 0.00271 1.67164 -1.88741 0.23
P 2.03888 -0.77865 -0.00197 1.35
H -1.59837 0.00600 -0.24596 0.45
H 0.03324 -2.40384 -0.15268 0.24
C -0.07532 0.41191 1.59404 -0.64
N -0.78433 -0.46385 -0.78244 -0.57
C 0.53322 1.63816 -0.89412 -0.70
H 1.61557 2.02672 -0.82877 0.30
H 0.03042 -0.43215 2.23831 0.22
H -1.81368 -2.33053 -0.58962 0.25
O 3.05158 0.18565 -0.44112 -0.93
H 0.69545 1.17785 1.98420 0.25
H -0.02191 2.19076 -0.14300 0.24
H -1.21296 -1.59481 0.91569 0.24
H -0.96155 -0.57411 -1.80596 0.45
C 0.40298 0.24654 -0.41254 -0.15
C -0.90097 -1.83130 -0.12547 -0.42
H -1.03495 0.85400 1.57882 0.20

=====

14
Properties=species:S:1:pos:R:3:nbo_charge:R:1 method="wB97M-V/def2-TZVPD" e_above_lowest_ev=7.499 orbital_gap_ev=9.41 energy_ha=-394.9294 homo_ev=-8.46 total_charge=0
H 1.22737 -2.47595 -2.29822 0.20
N -1.40940 1.34939 0.57706 -0.41
O 0.38482 -0.66387 -1.76633 -0.40
O 0.84590 -0.29751 0.40077 -0.52
H 2.36561 -1.02396 -2.54484 0.19
H -2.35090 1.44299 0.53318 0.37
N 0.05193 -0.03451 -0.49709 0.51
C -1.00817 1.04705 1.95922 -0.44
H -1.54594 1.75995 2.63563 0.21
H -1.17041 0.02687 2.03297 0.20
H 1.98383 -1.49970 -0.91505 0.22
C 1.65397 -1.52255 -1.86934 -0.25
H 0.03425 1.37016 2.18484 0.22
N -1.06287 0.52164 -0.43279 -0.09

=====

19
Properties=species:S:1:pos:R:3:nbo_charge:R:1 method="wB97M-V/def2-TZVPD" e_above_lowest_ev=1.001 orbital_gap_ev=9.62 energy_ha=-253.0263 homo_ev=-8.47 total_charge=0 smiles=CCCCNC
N 1.99286 -0.45382 0.33498 -0.63
H 0.29089 1.36975 0.09088 0.20
H 0.07829 -1.21767 0.51437 0.18
H -3.30259 -0.86954 -0.68198 0.21
C -0.07976 0.62269 -0.61426 -0.43
H -1.98468 0.97858 -1.48737 0.20
H -1.89307 -1.48784 -1.27324 0.20
H -1.98612 1.14977 0.27036 0.20
H 2.93928 0.39105 2.08797 0.20
H 1.23647 0.36426 2.06659 0.19
C -1.63130 0.54016 -0.55643 -0.40
C -2.23139 -0.85412 -0.44747 -0.62
H 0.80393 -1.35849 -1.03763 0.20
H 0.23798 0.98026 -1.59457 0.20
H 2.66721 -0.21926 -0.36883 0.35
C 0.66007 -0.65305 -0.21253 -0.22
C 2.09683 0.53433 1.41439 -0.43
H -2.07818 -1.34369 0.50691 0.20
H 2.18326 1.52662 0.98786 0.17

=====

71
Properties=species:S:1:pos:R:3:mulliken_charge:R:1 method="wB97M-V/def2-TZVPD" e_above_lowest_ev=0.895 orbital_gap_ev=7.81 energy_ha=-2479.8692 homo_ev=-7.56 total_charge=0
H -1.03682 -2.89513 4.52642 0.41
H 3.14338 1.00113 0.61018 0.51
O -0.31631 3.61288 -1.49390 -0.57
C -1.73708 3.83666 1.59265 0.03
N -1.01004 1.15855 3.56837 -0.22
C -1.07664 5.41523 -0.07536 -0.52
N -0.46734 -1.48315 -3.04014 0.01
S -1.05351 0.94964 -2.11040 -0.36
C -2.10389 -4.19154 -3.28725 0.28
H 4.21033 5.44969 2.30378 0.43
C 0.59569 -1.92956 4.67783 0.49
C 3.37855 3.71940 1.35154 -1.01
N 1.34242 2.86162 2.25457 0.20
H 1.61063 -3.08959 -5.23612 0.33
C -0.31057 -5.44937 -1.57929 -0.72
H -2.80908 -3.69786 -3.94573 0.39
H -1.42700 2.10286 3.51714 0.21
O 0.19068 -2.69933 1.60282 -0.76
O -0.17544 -3.00100 4.94942 -0.47
C -0.51992 0.39845 4.55448 -0.53
H 1.23012 0.12268 -0.10528 0.00
O -3.06825 0.75564 0.35853 -0.76
C -0.86579 3.96422 -0.47514 0.00
H 0.87930 -0.74127 -4.45952 0.31
H -0.72577 -2.44318 -3.22790 -0.09
C -0.25011 -1.57601 1.46179 0.22
H 1.80066 -2.59872 -2.20974 0.19
H -1.09737 5.80763 2.09206 0.28
C 3.40407 4.72777 2.29291 -0.36
C -1.68621 5.32551 1.31185 -0.36
H 2.85467 -1.87498 -3.41296 0.43
C 1.37527 3.84408 3.15874 -0.05
C -1.91874 -3.72143 -1.98992 0.26
H 0.54845 3.86777 3.86093 0.40
N -1.33504 3.10733 0.51527 0.40
N -0.94630 0.52483 2.40778 0.27
H 2.31357 -4.20756 -4.06552 0.36
H -0.48383 0.74752 5.57233 0.52
H -3.12260 -0.61527 -1.51513 0.32
H 1.16949 -0.24202 -2.80133 0.35
C -1.39889 -5.30575 -3.72124 -0.75
O 1.74061 -1.89302 5.01579 -0.54
C -1.02032 -4.34499 -1.12961 0.00
C 2.33832 1.69411 0.34600 -0.94
C -1.32917 -0.73374 -2.38576 0.78
H -0.11674 5.92977 -0.10455 0.26
H 0.59553 -3.87513 -4.02135 0.08
H -1.72226 5.88463 -0.81687 0.29
O 1.10749 1.00069 0.27358 0.33
H 0.04552 -6.80283 -3.20508 0.41
C 2.32459 2.80687 1.36754 0.63
C -2.75720 -2.58743 -1.49057 -0.43
O -2.10260 3.39477 2.67972 -0.83
H 0.39117 -5.93676 -0.91506 0.46
H 2.34693 5.57004 3.97787 0.42
O -3.66184 -2.75524 -0.71718 -0.57
C 1.57309 -3.41874 -4.19556 -0.92
H -0.87460 -3.95884 -0.12725 0.38
H -1.55314 -5.68408 -4.72319 0.38
C -0.39812 -0.66207 2.63341 -0.50
H -2.69969 5.72096 1.37873 0.28
H 2.57381 2.12442 -0.63310 0.37
C 1.84455 -2.25594 -3.24766 -0.49
C 2.37436 4.79755 3.22185 -0.99
O -0.61907 -1.03300 0.33489 0.04
N -2.51090 -1.28635 -1.97306 -0.06
C 0.88461 -1.08827 -3.42253 -0.69
C -0.50418 -5.93428 -2.86614 -0.32
C -0.10035 -0.79713 3.99132 0.70
Mo -1.43448 0.95215 0.35853 0.97
H 4.15935 3.63351 0.60581 0.44